[1]
This record from the OMol25 dataset describes a structure of composition C13H29BCl3MgNO2P at a distorted geometry. The level of theory is the ωB97M-V functional and the def2-TZVPD basis.

The calculation puts the HOMO energy at -3.75 eV. As for the net charge: -1.

Geometry as XYZ:
```
51
Properties=species:S:1:pos:R:3:nbo_charge:R:1
C 5.46508 1.68900 0.66446 -0.6127
C 4.84800 0.30427 0.58514 -0.3958
C 4.08706 -0.02378 -0.68799 -0.4507
C 4.99455 -0.26869 -1.92883 -0.5978
B 2.96052 1.08986 -1.01736 -0.4317
P 1.30711 0.80290 -0.01814 1.2672
C 0.43565 -0.72527 -0.55074 -0.7749
C -1.04695 -0.83225 -0.14862 -0.6152
C 0.17406 2.14843 -0.57123 -0.7706
C -1.04541 2.38020 0.35311 -0.6240
H 5.77263 1.82058 1.70282 0.2175
H 4.76901 2.49133 0.45893 0.2178
H 6.38633 1.80128 0.08952 0.1832
H 5.67975 -0.40838 0.67369 0.1809
H 4.23130 0.14499 1.46731 0.2262
H 3.56762 -0.97472 -0.49983 0.1870
H 5.14996 -1.32922 -2.11141 0.2004
H 5.96173 0.18859 -1.70931 0.2018
H 4.61040 0.24382 -2.80753 0.2011
H 2.57403 1.09952 -2.17705 0.0857
H 3.28196 2.21506 -0.73250 0.0143
H 0.49321 -0.73178 -1.64312 0.2617
H 0.95175 -1.62401 -0.21768 0.2486
H -1.63121 -0.09851 -0.70280 0.2159
H -1.22784 -0.64213 0.90614 0.2129
H -1.41091 -1.81772 -0.42924 0.2293
H -0.16242 1.86819 -1.57253 0.2526
H 0.81287 3.01990 -0.68145 0.2555
H -0.99564 3.39826 0.72854 0.2268
H -1.13845 1.65972 1.15751 0.2084
H -1.94387 2.33526 -0.25363 0.2364
C -4.57749 1.06065 -2.30867 -0.3291
Cl -3.16331 2.06210 -2.61560 -0.0023
Cl -4.52789 -0.41621 -3.31818 -0.1000
Cl -4.68152 0.63562 -0.60793 -0.0109
H -5.49322 1.63491 -2.55418 0.3505
Mg -6.50284 -1.67551 -2.39782 0.1119
O 3.13797 2.11627 2.59377 -0.7939
H 2.59289 1.98140 1.80361 0.3912
O -6.83271 2.59372 -1.77801 -1.2508
H -6.37159 2.13527 -1.07522 0.3764
N -3.59294 -2.31634 2.15380 -0.5056
C -3.09612 -2.69217 3.37134 -0.0795
C -2.65759 -3.98558 3.26385 -0.3137
C -2.89657 -4.40332 1.92685 -0.3030
C -3.47231 -3.34960 1.26761 -0.0783
H -3.98708 -1.41798 1.94157 0.4166
H -3.09807 -2.01098 4.20478 0.2097
H -2.21421 -4.56697 4.05486 0.2172
H -2.67118 -5.36561 1.49854 0.2163
H -3.80609 -3.24434 0.24888 0.2193
```

[2]
This record from the OMol25 dataset describes the molecule C2H4NPS at a distorted geometry. The level of theory is the ωB97M-V functional and the def2-TZVPD basis.

The calculation puts the HOMO energy (alpha / beta) at -8.14 / -8.14 eV.

Geometry as XYZ:
```
9
Properties=species:S:1:pos:R:3:nbo_charge:R:1
C -1.25863 -1.08983 0.36154 -0.0584
C 1.05029 0.26698 0.58331 -0.7442
N -1.46071 -0.62527 -0.77400 -0.7238
P -0.48551 0.34318 -1.74729 0.6257
S 0.19821 -1.10628 1.23479 0.3170
H -2.03956 -1.56464 0.80354 0.1948
H 2.05781 0.17893 0.20178 0.2268
H 0.61650 1.20806 0.86027 0.2051
H -0.73823 1.40832 -0.80734 -0.0429
```

[3]
This record from the OMol25 dataset describes a structure of composition C30H34F4I4O3P at a distorted geometry. The level of theory is the ωB97M-V functional and the def2-TZVPD basis.

The calculation puts the HOMO energy at -5.19 eV. As for the net charge: -1.

Geometry as XYZ:
```
76
Properties=species:S:1:pos:R:3:mulliken_charge:R:1
C -2.77341 -1.49280 -3.05802 -0.3509
C -2.70750 -0.71828 -1.66992 0.6502
O -3.59563 0.10701 -1.35231 -0.6003
O -1.65470 -1.01539 -0.76989 -0.1810
C -0.36512 -0.47406 -1.26667 -0.0245
C 0.76920 -1.22715 -0.40084 -1.0270
P 2.39195 -0.21203 -0.18424 1.8531
C 2.91110 -0.83574 -1.94429 -0.3794
C 3.60922 -2.28869 -1.86042 0.5096
O 4.72000 -2.50773 -1.36792 -0.4985
F 2.86824 -3.43383 -2.35237 -0.2985
C 1.79205 0.23512 1.56497 -1.0616
I 1.98658 -1.34895 3.10277 0.0177
C 1.19524 1.42733 2.02786 0.0460
C 0.92937 2.62895 1.02943 -0.6653
I 0.54326 1.72210 4.11508 -0.0730
C 4.06454 0.74571 -0.06528 -1.0877
I 4.83991 1.10051 1.92723 -0.0752
C 4.10288 2.10473 -0.96668 -0.4812
C 4.39524 3.44567 -0.11826 -1.3548
I 5.81851 1.96602 -2.37160 -0.0262
H -1.75472 -1.64575 -3.54026 0.2265
H -3.44419 -0.91469 -3.77144 0.2780
H -3.24543 -2.52605 -2.89713 -0.0716
H -0.41949 0.64833 -1.08861 -0.0846
H -0.24082 -0.75793 -2.36308 0.2092
H 0.26580 -1.52490 0.58083 0.1433
H 0.96244 -2.22230 -0.95904 0.2517
H 3.02847 -1.41307 0.35213 0.0566
H 1.70826 0.89658 -0.83939 -0.2301
H 2.02241 -0.95788 -2.66045 0.2296
H 3.66849 -0.17394 -2.47974 0.2044
H 1.70461 2.78828 0.21787 -0.0559
H 0.71483 3.58486 1.63059 0.3804
H -0.06240 2.39785 0.48075 0.1970
H 4.83316 0.05092 -0.57629 0.7761
H 3.18986 2.23227 -1.63264 0.5880
H 5.49468 3.53287 0.21329 0.4725
H 3.65393 3.63578 0.72064 0.2661
H 4.25517 4.30767 -0.86547 0.3376
F -4.63354 -3.87344 -2.99931 -0.4223
C -4.67483 -4.54846 -1.83573 0.3547
C -5.79265 -4.43803 -1.02474 -0.4697
C -5.83690 -5.13940 0.17533 -0.4089
C -4.75844 -5.93415 0.55509 -0.4648
C -3.63915 -6.03312 -0.26542 -0.4100
C -3.59862 -5.34085 -1.47086 -0.1812
H -6.61865 -3.80788 -1.33313 0.4030
H -6.71000 -5.06624 0.81449 0.3680
H -4.79196 -6.47719 1.49380 0.3969
H -2.79811 -6.64906 0.03380 0.3651
H -2.73864 -5.41297 -2.12643 0.4209
F -3.78273 -4.07286 2.71630 -0.1778
C -2.97744 -3.65752 3.70837 0.3807
C -2.92365 -4.38256 4.88863 -0.4735
C -2.08640 -3.95608 5.91431 -0.2713
C -1.32113 -2.80392 5.75182 -0.8004
C -1.38717 -2.08109 4.56388 -0.0353
C -2.21578 -2.51298 3.53351 -0.6463
H -3.53292 -5.27220 4.99969 0.3893
H -2.03065 -4.52017 6.83931 0.3507
H -0.67133 -2.46938 6.55428 0.3855
H -0.79371 -1.18223 4.44072 0.3001
H -2.27301 -1.96759 2.59827 0.5718
F 2.81917 5.53029 -0.42983 -0.0853
C 2.26240 6.49959 -1.17241 0.4011
C 2.75433 6.74968 -2.44397 -0.3493
C 2.17400 7.75080 -3.21561 -0.4130
C 1.11577 8.49728 -2.70298 -0.4911
C 0.63361 8.24024 -1.42284 -0.3993
C 1.20602 7.23208 -0.65466 -0.5325
H 3.58388 6.16385 -2.82281 0.4345
H 2.54593 7.94979 -4.21480 0.3535
H 0.66648 9.28114 -3.30428 0.3463
H -0.18799 8.82511 -1.02346 0.3518
H 0.83779 7.01217 0.34049 0.3914
```

[4]
This record from the OMol25 dataset describes a structure of composition C29H29GeN4O2PdS. The level of theory is the ωB97M-V functional and the def2-TZVPD basis.

The calculation puts the HOMO energy at -10.97 eV. As for the net charge: +1.

Geometry as XYZ:
```
67
Properties=species:S:1:pos:R:3:nbo_charge:R:1
Pd 0.81195 0.14669 -1.48884 0.8774
C 4.76999 -2.06217 -3.09166 -0.6865
C 3.41090 -1.54387 -2.74651 0.2755
N 3.03411 -0.34262 -2.71501 -0.2529
N 3.68081 0.75736 -3.14387 -0.4154
C 2.82886 1.73274 -3.53875 0.3326
N 3.34135 2.81311 -4.12228 -0.7523
S 1.14296 1.57166 -3.34765 -0.0952
C 2.24786 -2.44924 -2.48392 0.1802
C 2.37950 -3.82471 -2.50592 -0.2244
C 1.24923 -4.62226 -2.38623 -0.1299
C 0.01761 -4.01362 -2.25491 -0.2319
C -0.03331 -2.62934 -2.20175 0.0972
N 1.04777 -1.86128 -2.31491 -0.4305
H 5.35660 -1.30958 -3.61807 0.2192
H 4.71085 -2.94048 -3.73118 0.2470
H 5.30762 -2.33846 -2.18250 0.2619
H 4.67552 0.79304 -3.33456 0.3944
H 4.31534 2.88831 -4.36589 0.4105
H 2.72023 3.55346 -4.40240 0.4345
H 3.35674 -4.27265 -2.61156 0.2323
H 1.33798 -5.70019 -2.39732 0.2370
H -0.89643 -4.58329 -2.17035 0.2416
H -0.97422 -2.12068 -2.03947 0.2282
O 0.22909 -1.02574 0.03899 -0.7300
C 1.21952 -1.31879 0.84697 0.8045
O 2.40232 -1.23410 0.55558 -0.6613
C 0.73021 -1.78274 2.19892 -0.5207
C -0.73079 -1.42327 2.51848 -0.8252
Ge -1.46698 0.25369 1.77101 1.6473
C 0.04523 1.37839 1.18212 -0.3507
C 1.03533 1.57441 2.13198 -0.1885
C 2.19384 2.29031 1.84426 -0.1198
C 2.37156 2.86579 0.59847 -0.2544
C 1.37941 2.72497 -0.35681 -0.1436
C 0.22879 1.95365 -0.10170 -0.3971
C -2.30888 1.29710 3.19565 -0.4816
C -2.00244 1.09919 4.54114 -0.1583
C -2.55439 1.90767 5.52772 -0.2142
C -3.42166 2.93148 5.17935 -0.2030
C -3.73576 3.14496 3.84369 -0.2073
C -3.18277 2.33466 2.86308 -0.2019
C -2.84484 -0.02496 0.41648 -0.4711
C -4.14334 -0.25127 0.87854 -0.1355
C -5.19136 -0.48214 -0.00301 -0.2239
C -4.96375 -0.47500 -1.37116 -0.2011
C -3.68182 -0.24579 -1.85044 -0.2106
C -2.63573 -0.03135 -0.96280 -0.2116
H 1.42999 -1.36025 2.92006 0.2346
H 0.86844 -2.86591 2.24884 0.2427
H -0.85836 -1.40443 3.60149 0.2331
H -1.39753 -2.20714 2.15518 0.2394
H 0.91098 1.17023 3.13089 0.2150
H 2.95150 2.41042 2.60839 0.2249
H 3.25521 3.45220 0.38499 0.2233
H 1.46177 3.25359 -1.29336 0.2257
H -0.62490 2.04057 -0.77469 0.2603
H -1.32980 0.30329 4.84080 0.1945
H -2.30858 1.73432 6.56755 0.2158
H -3.85460 3.56068 5.94611 0.2198
H -4.41396 3.94191 3.56658 0.2183
H -3.44642 2.50990 1.82530 0.2123
H -4.34789 -0.24256 1.94329 0.2127
H -6.18708 -0.66145 0.38164 0.2215
H -5.78092 -0.64256 -2.06062 0.2208
H -3.49624 -0.22923 -2.91774 0.2125
H -1.64220 0.13333 -1.36574 0.1818
```

[5]
This record from the OMol25 dataset describes the molecule C8H8BrClO2 at a distorted geometry. The level of theory is the ωB97M-V functional and the def2-TZVPD basis.

The calculation puts the HOMO energy (alpha / beta) at -7.47 / -8.59 eV.

Geometry as XYZ:
```
20
Properties=species:S:1:pos:R:3:nbo_charge:R:1
C 0.48871 0.00034 -2.14304 -0.0774
C 1.06766 0.46485 -0.99639 -0.3577
C -2.02338 -0.11681 -1.53760 -0.2398
C -2.27621 0.05368 -0.31501 -0.0479
C -1.79175 -0.13377 0.96227 0.4440
C -0.71279 -0.84407 -2.10883 -0.4762
C 1.01670 0.01623 0.31459 0.3306
C 1.83009 0.54032 2.53512 -0.2660
O -1.87612 -0.99313 1.79541 -0.5426
O 1.51172 0.90484 1.18806 -0.4756
Cl -1.63396 1.61046 1.66372 -0.2156
Br 0.80658 -1.80460 0.81415 0.1378
H 0.76348 0.23526 -3.11918 0.2178
H 1.73196 1.37843 -0.87846 0.2559
H -2.65589 0.18251 -2.40165 0.2317
H -1.07749 -1.34641 -3.14306 0.2281
H -0.69146 -1.63210 -1.41455 0.2395
H 1.59622 1.44307 3.11850 0.2144
H 2.78490 0.21559 2.71051 0.1901
H 1.14106 -0.17469 2.95545 0.2091
```